Density functional theory data (ωB97M-V/def2-TZVPD) for a molecular structure, C37H40BrFN6O11STi in a non-equilibrium geometry.

ΔE to the lowest compared entry with this formula, charge and spin = 1.978 eV
Molar mass = 923.59 g/mol
LUMO (spin up / spin down) = 0.1255 / 0.1255 Eh
Orbital gap (spin up / spin down) = 4.49 / 6.88 eV

```
! RIJCOSX wB97M-V def2-TZVPD def2/J DEFGRID3
* xyz -2 3
Ti 0.821 0.156 -0.255
C 2.304 6.487 -2.386
C 1.748 6.615 -0.965
C 2.829 7.175 -0.041
C 2.264 7.356 1.359
C 1.734 6.035 1.839
C 1.702 5.762 3.216
C 1.293 4.519 3.646
F 1.251 4.274 4.987
C 0.940 3.520 2.769
C 0.951 3.782 1.384
C 0.629 2.747 0.459
O 0.460 1.516 0.875
C 0.438 3.135 -0.901
C 0.741 4.409 -1.291
N 1.301 5.333 -0.442
C 1.331 5.073 0.921
C -0.178 2.198 -1.888
O -0.735 2.642 -2.893
O -0.141 0.939 -1.593
H 2.881 7.378 -2.626
H 1.513 6.396 -3.126
H 2.956 5.619 -2.448
H 0.892 7.314 -0.971
H 3.196 8.126 -0.433
H 3.659 6.466 -0.011
H 1.471 8.114 1.343
H 3.041 7.709 2.040
H 2.010 6.512 3.925
H 0.648 2.543 3.117
H 0.549 4.706 -2.307
C 4.029 0.599 2.101
C 3.598 -0.171 0.853
C 4.538 -1.326 0.516
O 2.273 -0.652 1.098
C 3.555 0.810 -0.366
O 4.572 1.402 -0.683
O 2.426 0.890 -0.949
H 4.059 -0.071 2.960
H 3.304 1.390 2.288
H 5.008 1.042 1.943
H 4.625 -2.011 1.359
H 5.523 -0.932 0.273
H 4.158 -1.867 -0.354
H 2.200 -1.567 0.785
Br 2.668 -5.596 -5.572
C 2.388 -3.900 -4.717
C 3.024 -2.787 -5.256
C 2.858 -1.562 -4.606
C 2.101 -1.462 -3.463
C 1.457 -2.600 -2.937
C 1.606 -3.838 -3.594
C 0.652 -2.516 -1.716
O -0.140 -3.410 -1.381
O 0.855 -1.456 -0.971
H 3.628 -2.865 -6.147
H 3.347 -0.689 -5.017
H 1.970 -0.512 -2.953
H 1.110 -4.702 -3.179
C -2.777 -2.117 -0.135
N -2.516 -0.692 -0.401
C -3.572 0.085 0.239
N -4.908 -0.283 -0.234
C -5.094 -1.708 0.033
N -4.088 -2.525 -0.625
C -4.127 -2.270 -2.060
N -3.917 -0.860 -2.369
C -2.610 -0.470 -1.847
C -4.938 -0.087 -1.681
H -2.752 -2.296 0.946
H -2.010 -2.725 -0.625
H -3.408 1.147 0.027
H -3.537 -0.080 1.321
H -6.091 -2.009 -0.306
H -5.025 -1.865 1.113
H -5.103 -2.575 -2.453
H -3.340 -2.858 -2.539
H -2.445 0.587 -2.069
H -1.834 -1.056 -2.342
H -5.921 -0.393 -2.053
H -4.783 0.975 -1.890
N -0.322 -0.879 1.553
C -0.156 -1.965 2.449
C 0.152 -3.241 1.973
C 0.287 -4.300 2.859
C 0.123 -4.097 4.215
C -0.161 -2.836 4.691
C -0.302 -1.768 3.821
S 0.068 -5.465 5.406
O 1.168 -6.363 5.068
O -1.258 -6.040 5.177
O 0.213 -4.828 6.716
H -0.770 -0.086 2.011
H -0.811 -1.128 0.693
H 0.241 -3.401 0.906
H 0.507 -5.295 2.503
H -0.268 -2.719 5.758
H -0.549 -0.782 4.196
*
```

=====

Density functional theory data (ωB97M-V/def2-TZVPD) for a molecular structure, C37H40Cl2N8O2PdS2Si.

ΔE to the lowest compared entry with this formula, charge and spin = 0.498 eV
Molar mass = 898.33 g/mol
LUMO = -0.0092 Eh
Orbital gap = 6.94 eV

```
! RIJCOSX wB97M-V def2-TZVPD def2/J DEFGRID3
* xyz 0 1
Pd 0.245 -1.051 1.585
C 5.829 -0.954 1.739
Si 5.408 -1.134 3.544
C 6.046 0.343 4.497
C 6.168 -2.701 4.224
C 3.547 -1.243 3.879
C 3.119 -1.416 5.193
C 1.773 -1.519 5.540
C 0.834 -1.436 4.535
N 1.231 -1.263 3.278
C 2.522 -1.175 2.930
S 2.547 -0.993 1.189
H 6.917 -0.900 1.640
H 5.404 -0.047 1.308
H 5.476 -1.801 1.149
H 7.133 0.412 4.411
H 5.800 0.278 5.559
H 5.619 1.271 4.111
H 7.246 -2.710 4.048
H 5.741 -3.582 3.743
H 6.008 -2.796 5.301
H 3.859 -1.479 5.985
H 1.465 -1.661 6.565
H -0.233 -1.511 4.698
C -2.792 -3.011 -2.085
C -4.117 -2.881 -1.345
C -4.517 -1.424 -1.142
C -4.100 -3.650 -0.025
N -3.163 -3.104 0.957
C -3.323 -2.114 1.836
N -2.225 -1.994 2.543
N -1.383 -2.941 2.059
N -1.937 -3.604 1.110
H -2.835 -2.481 -3.035
H -2.553 -4.057 -2.287
H -1.976 -2.573 -1.508
H -4.899 -3.375 -1.933
H -3.722 -0.863 -0.649
H -5.446 -1.342 -0.569
H -4.671 -0.937 -2.105
H -3.800 -4.686 -0.172
H -5.086 -3.635 0.442
H -4.217 -1.523 1.926
Cl -0.398 -3.262 -4.725
C -1.131 -2.038 -5.708
C -1.800 -2.443 -6.852
C -2.490 -1.516 -7.614
C -2.515 -0.187 -7.226
C -1.816 0.207 -6.099
Cl -1.850 1.881 -5.645
C -1.085 -0.693 -5.312
N -0.425 -0.239 -4.172
C 0.904 -0.468 -3.857
C 1.795 -0.965 -4.811
C 3.123 -1.195 -4.498
C 3.599 -0.916 -3.228
C 2.726 -0.379 -2.294
C 1.386 -0.141 -2.574
C 0.548 0.579 -1.531
C -0.768 -0.090 -1.130
O -1.779 0.144 -1.794
O -0.800 -0.878 -0.112
H -1.794 -3.491 -7.119
H -3.021 -1.832 -8.502
H -3.058 0.553 -7.797
H -1.014 0.190 -3.459
H 1.439 -1.171 -5.812
H 3.786 -1.591 -5.257
H 4.634 -1.093 -2.970
H 3.100 -0.116 -1.313
H 0.276 1.570 -1.906
H 1.171 0.708 -0.646
S -3.528 4.676 1.280
C -2.452 3.322 1.673
C -1.144 3.261 1.207
C -0.384 2.151 1.522
N -0.849 1.116 2.224
C -2.101 1.182 2.668
C -2.934 2.265 2.431
C -2.433 6.041 1.597
C -2.064 6.893 0.567
C -1.227 7.962 0.864
N -0.750 8.209 2.079
C -1.114 7.382 3.058
C -1.954 6.296 2.875
H -0.723 4.061 0.613
H 0.643 2.071 1.183
H -2.446 0.329 3.238
H -3.941 2.283 2.827
H -2.417 6.728 -0.441
H -0.921 8.645 0.080
H -0.718 7.603 4.043
H -2.227 5.662 3.708
*
```

=====

Density functional theory data (ωB97M-V/def2-TZVPD) for a molecular structure, C37H40Cl2NO2STeV in a non-equilibrium geometry.

ΔE to the lowest compared entry with this formula, charge and spin = 1.136 eV
Molar mass = 812.25 g/mol
LUMO (spin up / spin down) = -0.1633 / -0.1672 Eh
Orbital gap (spin up / spin down) = 5.01 / 4.68 eV

```
! RIJCOSX wB97M-V def2-TZVPD def2/J DEFGRID3
* xyz 1 2
V -2.172 2.510 0.582
C -4.715 2.334 1.092
C -4.960 3.561 1.708
C -4.664 3.733 3.051
C -4.088 2.696 3.776
C -3.809 1.482 3.163
C -4.139 1.287 1.823
H -5.031 2.158 0.071
H -5.412 4.366 1.142
H -4.868 4.680 3.532
H -3.855 2.835 4.823
H -3.363 0.674 3.731
H -4.016 0.320 1.353
Cl 0.505 2.824 -1.861
C -0.919 3.687 -2.355
Cl -1.838 4.362 -0.948
H -1.612 3.020 -2.855
H -0.649 4.563 -2.933
C -0.269 3.244 3.819
C -0.922 3.083 2.490
O -1.807 3.926 2.105
N -0.695 2.073 1.643
Te 1.686 1.254 1.463
C 3.289 0.571 0.258
C 3.261 -0.643 -0.436
C 2.037 -1.499 -0.565
C 4.433 -1.071 -1.054
C 5.600 -0.323 -1.020
C 6.857 -0.809 -1.683
C 5.578 0.907 -0.371
C 4.439 1.381 0.262
C 4.498 2.730 0.930
C 1.256 -0.564 2.429
C 2.196 -0.992 3.377
C 3.498 -0.284 3.639
C 1.936 -2.164 4.081
C 0.782 -2.905 3.875
C 0.511 -4.162 4.651
C -0.118 -2.460 2.916
C 0.096 -1.304 2.171
C -0.915 -0.982 1.107
H -0.889 3.871 4.455
H 0.699 3.736 3.689
H -0.090 2.274 4.284
H 1.133 -0.898 -0.655
H 1.914 -2.159 0.297
H 2.109 -2.121 -1.456
H 4.423 -2.013 -1.590
H 6.687 -1.732 -2.234
H 7.635 -0.998 -0.941
H 7.246 -0.063 -2.377
H 6.473 1.520 -0.367
H 5.381 3.273 0.596
H 4.557 2.641 2.018
H 3.632 3.353 0.700
H 3.400 0.803 3.632
H 4.244 -0.546 2.884
H 3.892 -0.568 4.614
H 2.660 -2.501 4.814
H 1.314 -4.375 5.355
H 0.411 -5.018 3.983
H -0.420 -4.078 5.213
H -1.012 -3.042 2.719
H -1.098 -1.866 0.494
H -0.615 -0.177 0.444
H -1.867 -0.690 1.556
C -1.701 -4.335 -8.236
C -1.851 -3.345 -7.110
O -0.969 -2.636 -6.716
S -3.504 -3.352 -6.403
C -3.285 -2.202 -5.078
C -3.036 -0.860 -5.342
C -2.861 0.029 -4.299
C -2.947 -0.409 -2.975
C -3.213 -1.753 -2.717
C -3.374 -2.645 -3.765
C -2.748 0.508 -1.889
C -2.547 1.255 -0.946
H -1.142 -3.867 -9.043
H -2.661 -4.695 -8.601
H -1.125 -5.183 -7.863
H -2.971 -0.517 -6.365
H -2.660 1.072 -4.508
H -3.282 -2.097 -1.694
H -3.565 -3.690 -3.562
*
```

=====

Question: Among the records above, which one has the highest molar mass?
Answer: C37H40BrFN6O11STi